[1]
C30H77AlN4O8PS2 | the ωB97M-V functional and the def2-TZVPD basis

Results
- charge = -1
- frontier orbital gap (eV) = 6.41
- LUMO level (eV) = 2.253
- max |F| (eV/A) = 1.52
- HOMO (Eh) = -0.1529
- DFT total energy (hartree) = -3390.23303

Each line ends with the Löwdin charge.
Atoms and positions in Å:
C (-1.160, 0.742, -2.351)  -0.390
P (0.076, 2.089, -2.894)  0.723
C (1.565, 1.132, -3.540)  -0.397
Al (0.540, 3.257, -0.929)  -0.163
C (-1.043, 4.549, -0.648)  -0.221
S (0.551, 1.755, 0.803)  0.349
C (2.233, 4.382, -0.986)  -0.305
C (2.425, 5.221, 0.330)  -0.348
C (3.079, 4.385, 1.486)  -0.578
S (4.692, 3.638, 1.041)  0.651
H (-1.698, 0.294, -3.202)  0.015
H (-0.594, 0.002, -1.757)  0.008
H (-1.854, 1.256, -1.657)  0.006
H (2.400, 1.016, -2.827)  0.013
H (1.212, 0.105, -3.784)  0.017
H (1.934, 1.543, -4.498)  0.006
H (-1.962, 3.976, -0.390)  -0.019
H (-0.795, 5.309, 0.113)  -0.021
H (-1.273, 5.007, -1.636)  -0.010
H (0.071, 2.339, 1.946)  -0.213
H (3.131, 3.777, -1.212)  0.011
H (2.131, 5.128, -1.804)  0.047
H (1.461, 5.651, 0.664)  0.082
H (3.108, 6.081, 0.163)  0.086
H (2.362, 3.660, 1.902)  0.025
H (3.285, 5.105, 2.306)  0.056
H (4.381, 2.318, 0.796)  -0.131
C (1.231, -0.174, 4.161)  -0.112
O (0.000, 0.130, 4.803)  -0.199
C (-1.107, 0.182, 3.906)  -0.220
C (-2.054, -0.982, 4.151)  -0.207
N (-1.457, -2.244, 3.723)  -0.040
C (-2.195, -3.431, 4.147)  -0.203
C (-2.319, -3.697, 5.650)  -0.223
O (-1.092, -4.028, 6.285)  -0.182
C (-0.311, -2.915, 6.688)  -0.101
H (2.029, -0.031, 4.890)  0.085
H (1.256, -1.215, 3.823)  0.077
H (1.411, 0.494, 3.315)  0.047
H (-0.787, 0.222, 2.861)  0.075
H (-1.641, 1.113, 4.121)  0.121
H (-2.980, -0.815, 3.592)  0.121
H (-2.297, -0.994, 5.221)  0.100
H (-0.518, -2.303, 4.094)  0.068
H (-1.691, -4.288, 3.696)  0.106
H (-3.198, -3.393, 3.710)  0.118
H (-2.955, -4.579, 5.768)  0.117
H (-2.827, -2.886, 6.184)  0.108
H (-0.924, -2.058, 6.974)  0.088
H (0.394, -2.630, 5.904)  0.072
H (0.279, -3.219, 7.556)  0.085
C (-4.591, 4.306, -2.178)  -0.124
O (-3.635, 4.552, -3.191)  -0.205
C (-3.123, 3.362, -3.793)  -0.231
C (-3.605, 3.246, -5.231)  -0.202
N (-5.038, 2.955, -5.292)  -0.053
C (-5.615, 3.082, -6.627)  -0.207
C (-5.595, 4.466, -7.284)  -0.230
O (-6.430, 5.422, -6.647)  -0.185
C (-5.836, 6.089, -5.544)  -0.099
H (-4.793, 5.252, -1.675)  0.088
H (-5.531, 3.931, -2.600)  0.072
H (-4.207, 3.599, -1.439)  0.079
H (-3.374, 2.469, -3.215)  0.111
H (-2.034, 3.454, -3.801)  0.048
H (-3.054, 2.443, -5.730)  0.122
H (-3.366, 4.191, -5.734)  0.103
H (-5.526, 3.589, -4.674)  0.063
H (-6.659, 2.766, -6.551)  0.114
H (-5.119, 2.369, -7.294)  0.114
H (-6.003, 4.349, -8.293)  0.115
H (-4.581, 4.859, -7.412)  0.109
H (-4.759, 6.217, -5.665)  0.090
H (-6.053, 5.565, -4.611)  0.071
H (-6.293, 7.079, -5.470)  0.085
C (8.950, -2.481, 3.713)  -0.117
O (9.241, -1.111, 3.503)  -0.194
C (10.197, -0.882, 2.472)  -0.217
C (9.545, -0.220, 1.267)  -0.214
N (8.659, -1.147, 0.570)  -0.055
C (7.811, -0.514, -0.441)  -0.197
C (6.789, 0.525, 0.030)  -0.232
O (5.738, -0.014, 0.818)  -0.194
C (6.039, -0.142, 2.197)  -0.099
H (8.345, -2.558, 4.616)  0.088
H (8.378, -2.898, 2.879)  0.077
H (9.866, -3.060, 3.861)  0.085
H (10.717, -1.802, 2.188)  0.119
H (10.942, -0.195, 2.883)  0.118
H (10.326, 0.116, 0.577)  0.121
H (9.003, 0.662, 1.628)  0.105
H (8.060, -1.598, 1.248)  0.064
H (7.261, -1.319, -0.937)  0.118
H (8.453, -0.059, -1.202)  0.116
H (6.307, 0.928, -0.865)  0.123
H (7.254, 1.380, 0.531)  0.107
H (6.717, 0.638, 2.550)  0.091
H (6.450, -1.132, 2.414)  0.069
H (5.101, -0.055, 2.749)  0.088
C (-1.246, -5.589, 0.917)  -0.117
O (-2.308, -4.687, 1.167)  -0.216
C (-2.315, -3.562, 0.288)  -0.201
C (-3.504, -3.624, -0.658)  -0.205
N (-3.346, -4.696, -1.639)  -0.051
C (-4.552, -4.977, -2.414)  -0.201
C (-5.783, -5.488, -1.658)  -0.227
O (-5.630, -6.789, -1.108)  -0.183
C (-5.005, -6.828, 0.164)  -0.102
H (-1.226, -6.314, 1.732)  0.086
H (-1.397, -6.131, -0.022)  0.075
H (-0.285, -5.068, 0.895)  0.091
H (-1.373, -3.467, -0.259)  0.126
H (-2.419, -2.674, 0.918)  0.115
H (-3.595, -2.669, -1.182)  0.125
H (-4.404, -3.769, -0.047)  0.102
H (-3.074, -5.542, -1.157)  0.064
H (-4.281, -5.734, -3.155)  0.116
H (-4.829, -4.077, -2.971)  0.118
H (-6.594, -5.574, -2.387)  0.117
H (-6.135, -4.783, -0.897)  0.109
H (-5.229, -5.944, 0.765)  0.088
H (-3.925, -6.953, 0.063)  0.071
H (-5.383, -7.706, 0.692)  0.085


[2]
C18H13Br2ClN2O | the ωB97M-V functional and the def2-TZVPD basis

Results
- frontier orbital gap (eV) = 7.93
- LUMO level (eV) = 0.092
- SMILES = CC1(C)Oc2cc(Cl)ccc2-c2[nH]c(-c3c(Br)cccc3Br)nc21
- max |F| (eV/A) = 2.45
- energy above the lowest of the compared OMol25 structures with the same formula, charge and spin (kJ/mol) = 0.0
- HOMO (Eh) = -0.2881
- DFT total energy (hartree) = -6486.71373

Each line ends with the Löwdin charge.
Atoms and positions in Å:
C (-2.384, -0.594, 2.360)  -0.011
C (-2.240, -0.406, 0.832)  -0.453
C (-3.160, 0.732, 0.360)  -0.006
O (-2.667, -1.680, 0.226)  0.013
C (-2.084, -2.065, -0.988)  -0.169
C (-2.704, -3.054, -1.789)  0.006
C (-2.128, -3.483, -3.035)  -0.661
Cl (-2.853, -4.738, -3.989)  0.663
C (-0.922, -2.919, -3.419)  -0.125
C (-0.264, -1.994, -2.608)  -0.009
C (-0.848, -1.549, -1.396)  -0.077
C (-0.189, -0.548, -0.557)  -0.135
N (1.032, 0.049, -0.586)  0.130
C (1.099, 0.968, 0.434)  -0.317
C (2.312, 1.753, 0.743)  -0.182
C (2.259, 3.094, 1.210)  -0.583
Br (0.641, 4.110, 1.265)  0.761
C (3.434, 3.771, 1.617)  -0.120
C (4.664, 3.104, 1.606)  -0.077
C (4.735, 1.800, 1.159)  -0.153
C (3.596, 1.143, 0.708)  -0.523
Br (3.955, -0.656, 0.020)  0.773
N (-0.029, 0.955, 1.105)  0.181
C (-0.832, 0.001, 0.502)  -0.169
H (-2.246, 0.340, 2.899)  0.084
H (-1.613, -1.314, 2.693)  0.096
H (-3.364, -0.983, 2.645)  0.084
H (-3.170, 0.764, -0.720)  0.084
H (-4.198, 0.518, 0.700)  0.096
H (-2.889, 1.704, 0.797)  0.095
H (-3.628, -3.525, -1.460)  0.114
H (-0.436, -3.222, -4.333)  0.100
H (0.709, -1.587, -2.841)  0.106
H (1.804, -0.214, -1.183)  0.076
H (3.377, 4.821, 1.920)  0.100
H (5.547, 3.619, 2.001)  0.116
H (5.683, 1.284, 1.102)  0.092


[3]
C36H89N3O10 | the ωB97M-V functional and the def2-TZVPD basis

Results
- frontier orbital gap (eV) = 8.45
- LUMO level (eV) = 0.466
- SMILES = CC1(C)CCCC(C)(C)N1O.CC1(C)CCCC(C)(C)N1O.CC1(C)CCCC(C)(C)N1O.CCO.CCO.CO.CO.CO.CO.CO
- max |F| (eV/A) = 3.21
- energy above the lowest of the compared OMol25 structures with the same formula, charge and spin (kJ/mol) = 380.8
- HOMO (Eh) = -0.2933
- DFT total energy (hartree) = -2341.41702

Each line ends with the Löwdin charge.
Atoms and positions in Å:
C (1.177, 0.489, 7.096)  -0.035
C (2.158, -0.505, 6.542)  -0.477
C (3.117, -1.025, 7.641)  -0.040
C (1.477, -1.799, 5.971)  -0.108
C (0.545, -1.434, 4.784)  -0.167
C (1.416, -0.782, 3.691)  -0.127
C (2.337, 0.409, 4.102)  -0.477
C (3.488, 0.523, 3.065)  -0.018
C (1.479, 1.647, 4.083)  -0.039
N (2.939, 0.141, 5.428)  -0.139
O (3.828, 1.089, 5.834)  -0.001
H (0.862, 0.252, 8.112)  0.087
H (1.594, 1.488, 7.217)  0.083
H (0.257, 0.565, 6.515)  0.072
H (2.563, -1.549, 8.419)  0.079
H (3.909, -1.687, 7.291)  0.086
H (3.558, -0.180, 8.171)  0.076
H (2.177, -2.597, 5.725)  0.118
H (0.857, -2.201, 6.773)  0.114
H (0.024, -2.301, 4.377)  0.096
H (-0.329, -0.807, 4.959)  0.096
H (0.766, -0.529, 2.853)  0.106
H (2.028, -1.626, 3.375)  0.094
H (4.083, 1.404, 3.304)  0.077
H (3.156, 0.727, 2.047)  0.062
H (4.131, -0.355, 3.124)  0.088
H (1.989, 2.531, 4.466)  0.085
H (0.536, 1.545, 4.620)  0.074
H (1.133, 1.914, 3.085)  0.069
H (3.284, 1.856, 6.028)  0.076
C (0.323, -3.777, -3.289)  -0.045
C (1.292, -3.745, -2.143)  -0.458
C (2.545, -4.639, -2.557)  -0.012
C (1.707, -2.257, -1.883)  -0.116
C (2.499, -1.979, -0.584)  -0.150
C (1.794, -2.556, 0.636)  -0.145
C (1.316, -4.021, 0.508)  -0.484
C (2.461, -4.992, 0.657)  -0.018
C (0.263, -4.159, 1.612)  -0.026
N (0.619, -4.147, -0.829)  -0.097
O (-0.016, -5.414, -0.972)  -0.024
H (-0.591, -3.238, -3.040)  0.068
H (0.756, -3.277, -4.155)  0.096
H (0.031, -4.808, -3.486)  0.090
H (3.449, -4.145, -2.199)  0.069
H (2.482, -5.675, -2.226)  0.072
H (2.740, -4.677, -3.629)  0.080
H (2.306, -1.953, -2.741)  0.119
H (0.790, -1.669, -1.909)  0.094
H (3.482, -2.445, -0.649)  0.102
H (2.680, -0.929, -0.355)  0.104
H (0.991, -1.921, 1.008)  0.094
H (2.569, -2.450, 1.395)  0.110
H (3.344, -4.690, 0.094)  0.076
H (2.092, -5.976, 0.367)  0.087
H (2.798, -4.860, 1.685)  0.093
H (0.690, -4.251, 2.611)  0.085
H (-0.315, -5.073, 1.475)  0.081
H (-0.482, -3.365, 1.659)  0.079
H (0.677, -5.962, -1.347)  0.070
C (-1.612, -0.356, -3.900)  -0.046
C (-1.287, 0.979, -4.487)  -0.481
C (-2.450, 1.997, -4.142)  0.002
C (-0.018, 1.484, -3.789)  -0.149
C (0.748, 2.585, -4.525)  -0.186
C (1.073, 2.013, -5.883)  -0.134
C (-0.201, 1.708, -6.773)  -0.473
C (-0.909, 2.966, -7.257)  -0.043
C (0.311, 1.036, -8.024)  -0.053
N (-1.042, 0.777, -5.939)  -0.095
O (-2.173, 0.370, -6.658)  -0.012
H (-0.833, -1.096, -4.082)  0.078
H (-1.788, -0.313, -2.825)  0.073
H (-2.552, -0.711, -4.322)  0.086
H (-2.230, 3.000, -4.507)  0.065
H (-3.421, 1.645, -4.491)  0.086
H (-2.428, 2.163, -3.065)  0.055
H (-0.231, 1.921, -2.814)  0.095
H (0.688, 0.696, -3.525)  0.113
H (0.277, 3.565, -4.439)  0.110
H (1.744, 2.763, -4.119)  0.109
H (1.655, 1.110, -5.703)  0.117
H (1.775, 2.731, -6.308)  0.121
H (-0.301, 3.744, -7.719)  0.086
H (-1.428, 3.472, -6.443)  0.062
H (-1.683, 2.797, -8.006)  0.085
H (-0.405, 0.446, -8.595)  0.080
H (1.194, 0.441, -7.789)  0.080
H (0.560, 1.763, -8.798)  0.084
H (-2.008, -0.565, -6.797)  0.102
C (-1.309, 5.025, -0.101)  -0.056
C (-0.154, 5.598, -0.971)  -0.252
O (1.135, 5.195, -0.448)  -0.102
H (-1.003, 4.825, 0.926)  0.052
H (-1.645, 4.064, -0.492)  0.056
H (-2.143, 5.718, 0.012)  0.077
H (-0.161, 6.681, -1.092)  0.101
H (-0.128, 5.349, -2.032)  0.103
H (1.153, 5.378, 0.494)  0.085
C (-3.600, -1.403, 3.127)  -0.083
C (-5.094, -1.226, 3.423)  -0.339
O (-5.351, -1.581, 4.741)  -0.066
H (-3.430, -0.948, 2.152)  0.055
H (-3.205, -2.412, 3.241)  0.073
H (-3.025, -0.817, 3.845)  0.061
H (-5.710, -1.854, 2.779)  0.108
H (-5.327, -0.181, 3.214)  0.106
H (-6.063, -2.224, 4.728)  0.081
C (-0.874, 0.912, -0.138)  -0.160
O (-1.228, -0.089, 0.730)  -0.140
H (-0.326, 1.658, 0.438)  0.078
H (-0.275, 0.517, -0.959)  0.074
H (-1.790, 1.386, -0.491)  0.068
H (-1.332, -0.814, 0.110)  0.017
C (3.030, 2.531, -0.527)  -0.153
O (3.520, 3.714, -1.180)  -0.135
H (2.036, 2.231, -0.859)  0.061
H (3.778, 1.746, -0.641)  0.074
H (2.980, 2.722, 0.545)  0.060
H (2.820, 4.347, -1.358)  0.033
C (-4.538, 2.518, -0.404)  -0.161
O (-5.211, 3.595, -1.015)  -0.118
H (-3.894, 2.039, -1.142)  0.058
H (-3.921, 2.843, 0.435)  0.056
H (-5.327, 1.848, -0.063)  0.085
H (-5.913, 3.868, -0.420)  0.074
C (-2.886, -2.798, -0.972)  -0.084
O (-1.624, -2.172, -0.814)  -0.173
H (-2.586, -3.845, -0.977)  0.093
H (-3.462, -2.519, -0.089)  0.078
H (-3.357, -2.403, -1.872)  0.081
H (-0.972, -2.875, -0.856)  0.032
C (-1.746, 2.807, 2.837)  -0.122
O (-1.868, 1.357, 2.980)  -0.143
H (-0.729, 2.870, 2.448)  0.048
H (-2.514, 3.183, 2.161)  0.052
H (-1.844, 3.415, 3.736)  0.083
H (-1.739, 0.940, 2.125)  0.005


[4]
C2H5NOS | the ωB97M-V functional and the def2-TZVPD basis

Results
- frontier orbital gap (eV) = 8.07
- LUMO level (eV) = -0.217
- max |F| (eV/A) = 6.45
- energy above the lowest of the compared OMol25 structures with the same formula, charge and spin (kJ/mol) = 513.6
- HOMO (Eh) = -0.3044
- DFT total energy (hartree) = -607.21118

Each line ends with the Löwdin charge.
Atoms and positions in Å:
C (-1.356, 0.527, 0.170)  -0.534
C (1.590, -0.050, -0.372)  -0.290
H (-0.611, 1.274, -0.098)  -0.045
H (-2.383, 0.943, -0.629)  0.138
H (-1.877, 0.662, 1.257)  0.070
H (1.180, -2.061, 0.552)  0.179
H (1.162, 1.386, -0.802)  0.238
N (0.641, -1.178, 0.041)  -0.433
O (2.698, -0.370, 0.086)  -0.065
S (-1.044, -1.134, -0.205)  0.740


> max |F| of number 3 (C36H89N3O10)?

3.21 eV/A


> max |F| of number 4 (C2H5NOS)?

6.45 eV/A